{"formula": "C5H9NO", "method": "ωB97M-V/def2-TZVPD", "elements": ["C", "C", "N", "C", "C", "C", "O", "H", "H", "H", "H", "H", "H", "H", "H", "H"], "coordinates": [[-1.2640, -0.4389, 1.1370], [-1.2202, 0.0089, -0.3018], [-0.8826, 1.4033, -0.5673], [0.0197, 0.3553, -1.0459], [1.4219, 0.3615, -0.4522], [1.7304, -0.7537, 0.5243], [1.4257, -1.9091, 0.3514], [-0.5547, 0.1333, 1.7431], [-2.2628, -0.2792, 1.5565], [-1.0209, -1.5013, 1.2194], [-2.0024, -0.4311, -0.9228], [-1.4382, 1.7924, -1.3222], [-0.0146, 0.1224, -2.1100], [1.6087, 1.3296, 0.0193], [2.1586, 0.2561, -1.2609], [2.2955, -0.4493, 1.4321]], "mulliken_charge": [-1.406, 0.241, -0.684, 0.099, -0.782, -0.053, -0.484, 0.339, 0.376, 0.288, 0.426, 0.237, 0.407, 0.306, 0.334, 0.357], "orbital_gap_ha": 0.39683, "charge": 0, "smiles": "C[C@H]1N[C@H]1CC=O", "e_above_lowest_kcal_mol": 48.9, "mol_weight_g_mol": 99.1, "e_homo_ha": -0.3603, "largest_force_ev_per_a": 0.49, "lumo_energy_ev": 0.99, "total_energy_ha": -325.85968}